No. 1
Molecular formula: H6O2Si2
Method: DFT, wB97M-V/def2-TZVPD

The spin multiplicity is 1. The calculation puts the HOMO energy at -9.3373 eV.

XYZ file:
```
10
Properties=species:S:1:pos:R:3:forces:R:3
O 0.1236 1.6475 -0.9370 0.93 -0.85 1.90
O -1.4236 -0.6603 -0.6856 0.31 0.57 1.56
Si 0.4572 -0.2669 1.5965 1.61 -0.44 1.07
Si 0.0438 0.0382 -0.6047 1.92 -0.98 -2.87
H -0.4117 1.8986 -1.6433 -1.25 0.98 -1.99
H -1.8111 -0.9447 -1.4714 -0.93 -0.68 -2.01
H -0.7047 -1.2171 2.1262 1.23 1.32 -0.25
H 1.8742 -0.9964 1.7404 -1.59 0.70 0.03
H 0.7012 1.2325 2.0472 -0.58 -1.58 0.07
H 1.1510 -0.7315 -2.1683 -1.65 0.97 2.48
```
Positions in Å, forces in eV/Å.

=====

No. 2
Molecular formula: H6O3
Method: DFT, wB97M-V/def2-TZVPD

The spin multiplicity is 2. The calculation puts the HOMO energy (alpha / beta) at 0.9824 / -6.8887 eV. As for the expectation value of S²: 0.7504. As for the total charge: -1.

XYZ file:
```
9
Properties=species:S:1:pos:R:3:forces:R:3
O -0.4166 -1.3013 1.8419 0.37 1.31 -0.68
H -0.9115 -2.0312 1.4699 -0.50 -0.83 -0.36
H -0.1764 -1.5969 2.7200 0.28 -0.36 1.00
O 0.7066 0.1293 -0.3515 0.46 0.46 -0.88
H 1.6069 -0.1694 -0.4796 0.26 -0.21 0.01
H 0.4764 -0.1720 0.5274 -0.59 -0.58 0.91
O -0.8181 1.6858 -1.9063 -0.67 0.61 -0.74
H -0.1816 1.0365 -1.6072 0.33 -0.55 0.74
H -0.2858 2.4192 -2.2146 0.05 0.16 -0.02
```
Positions in Å, forces in eV/Å.

=====

No. 3
Molecular formula: H6O3
Method: DFT, wB97M-V/def2-TZVPD

The spin multiplicity is 2. The calculation puts the HOMO energy (alpha / beta) at 1.0656 / -6.7123 eV. As for the expectation value of S²: 0.7505. As for the total charge: -1.

XYZ file:
```
9
Properties=species:S:1:pos:R:3:forces:R:3
O -0.8039 -1.0390 1.5124 0.09 -0.07 0.19
H -0.3903 -0.1554 1.4939 -0.18 -0.07 -0.34
H -0.2884 -1.5566 0.8829 0.07 0.17 0.04
O -0.2238 1.7437 0.4228 0.00 -0.13 0.17
H -0.1002 2.3686 1.1676 -0.04 0.07 -0.02
H 0.3118 2.1524 -0.2863 0.05 -0.05 -0.05
O 0.8002 -0.9126 -1.7093 -0.17 -0.42 -0.07
H 0.7952 -1.7896 -2.1224 0.01 0.19 0.05
H -0.1006 -0.8117 -1.3615 0.16 0.31 0.02
```
Positions in Å, forces in eV/Å.

=====

No. 4
Molecular formula: H6O3
Method: DFT, wB97M-V/def2-TZVPD

The spin multiplicity is 1. The calculation puts the HOMO energy at -10.3967 eV. Its structure (SMILES) is O.O.O.

XYZ file:
```
9
Properties=species:S:1:pos:R:3:forces:R:3
O 14.4888 -6.5042 14.8895 -0.20 0.40 0.94
H 14.8940 -6.7057 14.0460 0.05 -0.20 -0.47
H 13.8197 -7.1794 15.0017 -0.11 -0.09 0.06
O 18.2472 -7.0071 11.9335 -0.29 -0.14 0.13
H 18.8392 -7.0512 11.1826 0.12 -0.10 -0.23
H 18.1933 -6.0745 12.1422 0.08 0.34 0.15
O 15.2820 -7.2171 12.4695 -0.11 0.03 -0.37
H 16.2082 -7.1657 12.2332 0.64 -0.08 -0.15
H 14.9400 -7.9402 11.9439 -0.18 -0.16 -0.05
```
Positions in Å, forces in eV/Å.

=====

No. 5
Molecular formula: H6O3
Method: DFT, wB97M-V/def2-TZVPD

The spin multiplicity is 1. The calculation puts the HOMO energy at -10.3314 eV. Its structure (SMILES) is O.O.O.

XYZ file:
```
9
Properties=species:S:1:pos:R:3:forces:R:3
O 0.5573 0.7744 -0.0778 -2.02 1.23 0.29
H 0.5544 0.3227 0.7736 -0.21 0.49 -0.09
H 1.2923 1.3944 -0.0118 -0.08 -0.29 -0.09
O -3.2749 -0.3525 0.0133 0.03 0.13 -0.07
H -3.7328 0.4955 -0.0033 0.03 -0.10 0.03
H -2.4520 -0.1839 -0.4593 0.01 0.00 0.04
O 2.4344 -0.4420 0.0159 1.78 -1.43 0.09
H 2.9017 -1.0145 -0.6028 0.16 0.00 0.13
H 1.7195 -0.9941 0.3522 0.30 -0.03 -0.34
```
Positions in Å, forces in eV/Å.

=====

No. 6
Molecular formula: H6O3
Method: DFT, wB97M-V/def2-TZVPD

The spin multiplicity is 1. The calculation puts the HOMO energy at -8.8832 eV.

XYZ file:
```
9
Properties=species:S:1:pos:R:3:forces:R:3
O 0.1150 0.9557 -0.5011 8.64 9.94 -13.37
H 0.6090 0.3157 -1.0135 -0.05 -0.46 0.02
H -0.0917 1.6531 -1.1233 -0.05 0.72 -0.42
O -0.6232 -0.1326 0.7582 -10.94 2.33 13.62
H -0.4222 0.6210 0.2033 -4.08 -0.49 3.56
H -0.7406 0.2380 1.6329 -0.28 -0.64 0.76
O 0.4063 -1.6052 0.0510 6.19 -7.73 -4.85
H -0.2366 -1.0149 0.4439 -0.14 -2.65 0.44
H 0.9841 -1.0308 -0.4514 0.71 -1.03 0.25
```
Positions in Å, forces in eV/Å.

=====

No. 7
Molecular formula: H6O3
Method: DFT, wB97M-V/def2-TZVPD

The spin multiplicity is 1. The calculation puts the HOMO energy at -10.9908 eV. Its structure (SMILES) is O.O.O.

XYZ file:
```
9
Properties=species:S:1:pos:R:3:forces:R:3
O 24.4377 20.1546 0.1409 -0.91 0.84 -1.39
H 24.9341 19.5758 0.6673 1.22 -1.42 1.07
H 24.1926 20.8747 0.7015 -0.11 0.71 0.66
O 22.7222 19.9993 -2.0182 -0.03 0.37 0.65
H 23.0372 20.3557 -1.1731 0.22 -1.01 0.12
H 22.6613 20.8336 -2.4659 -0.31 0.45 -1.12
O 25.4750 16.9309 1.1629 0.07 -0.36 -1.40
H 24.7524 16.8182 0.5336 0.41 -0.40 -0.74
H 24.9473 17.3087 1.8285 -0.56 0.82 2.15
```
Positions in Å, forces in eV/Å.

=====

No. 8
Molecular formula: H6O3
Method: DFT, wB97M-V/def2-TZVPD

The spin multiplicity is 1. The calculation puts the HOMO energy at -10.7878 eV. Its structure (SMILES) is O.O.O.

XYZ file:
```
9
Properties=species:S:1:pos:R:3:forces:R:3
O -0.7751 -1.2215 2.6481 -0.67 -0.02 -0.34
H -0.9544 -0.9582 1.7276 0.43 -0.03 0.06
H -1.6443 -1.5552 2.9072 0.27 0.00 0.28
O -0.8440 -0.6226 -0.2118 -0.37 0.06 0.31
H -0.0559 -0.1126 -0.3994 0.26 0.10 -0.23
H -0.9031 -1.3067 -0.8797 0.12 -0.07 -0.14
O 1.5542 1.7947 -2.3461 0.87 -2.04 -0.09
H 1.1262 2.6119 -2.2865 -1.01 1.95 0.13
H 2.4755 1.9647 -2.1411 0.11 0.03 0.02
```
Positions in Å, forces in eV/Å.

=====

No. 9
Molecular formula: H6O3
Method: DFT, wB97M-V/def2-TZVPD

The spin multiplicity is 1. The calculation puts the HOMO energy at -11.0569 eV. Its structure (SMILES) is O.O.O.

XYZ file:
```
9
Properties=species:S:1:pos:R:3:forces:R:3
O 31.4813 0.3780 -25.5499 -0.24 -0.14 -0.06
H 32.0966 0.3303 -24.8183 0.14 -0.02 0.21
H 31.9878 0.7636 -26.2647 0.14 0.18 -0.18
O 33.3386 -0.4997 -29.3182 0.14 0.08 -0.12
H 32.6666 -0.7925 -28.7027 -0.15 -0.05 0.24
H 33.1095 -0.9259 -30.1442 -0.09 -0.13 -0.25
O 35.7113 1.0835 -28.8230 0.34 0.41 0.10
H 35.0405 0.8702 -29.4716 -0.33 -0.16 0.02
H 36.2025 0.2699 -28.7093 0.06 -0.18 0.04
```
Positions in Å, forces in eV/Å.

=====

No. 10
Molecular formula: H6O3
Method: DFT, wB97M-V/def2-TZVPD

The spin multiplicity is 1. The calculation puts the HOMO energy at -10.3656 eV.

XYZ file:
```
9
Properties=species:S:1:pos:R:3:forces:R:3
O -2.0196 -0.0142 0.4597 3.69 -0.65 4.72
H 0.5182 -0.2498 -2.9398 2.22 1.26 1.39
H -0.2916 -0.2657 0.6413 -4.17 0.72 -0.26
O 0.7716 -0.1644 -5.5457 0.02 0.01 0.38
H 2.2935 0.5526 2.0043 -3.10 -1.54 0.20
H 1.9302 0.5526 -1.8957 -2.25 -1.28 -1.75
O -2.5219 0.0322 2.0923 4.86 -0.87 -0.19
H -1.3971 -0.2021 3.0537 -3.99 0.86 -3.95
H 0.7168 -0.2412 2.1299 2.72 1.48 -0.55
```
Positions in Å, forces in eV/Å.

=====

No. 11
Molecular formula: H6O3
Method: DFT, wB97M-V/def2-TZVPD

The spin multiplicity is 1. The calculation puts the HOMO energy at -10.7396 eV. Its structure (SMILES) is O.O.O.

XYZ file:
```
9
Properties=species:S:1:pos:R:3:forces:R:3
O 0.8391 3.0740 0.2219 -0.16 0.00 -0.03
H 1.4582 2.5186 0.7043 -0.07 0.00 0.00
H 0.1448 2.4608 -0.0681 0.30 0.03 0.04
O -0.1517 0.5542 -0.7778 -0.10 -0.18 -0.14
H -0.8113 -0.1503 -0.8149 0.15 0.03 0.16
H 0.6496 0.1582 -1.1378 -0.09 0.06 0.03
O -0.7228 -2.5081 0.4785 -0.04 -0.11 -0.04
H -0.0123 -2.9106 0.9904 -0.07 0.08 -0.04
H -1.3936 -3.1967 0.4034 0.08 0.08 0.02
```
Positions in Å, forces in eV/Å.

=====

No. 12
Molecular formula: H6O3
Method: DFT, wB97M-V/def2-TZVPD

The spin multiplicity is 1. The calculation puts the HOMO energy at -11.5273 eV. Its structure (SMILES) is O.O.O.

XYZ file:
```
9
Properties=species:S:1:pos:R:3:forces:R:3
O -4.4282 -5.8708 -2.2515 0.48 0.02 -0.04
H -5.0580 -6.4796 -1.8576 0.12 -0.10 0.06
H -3.5403 -6.2202 -2.0665 -0.60 0.08 -0.03
O -3.6519 2.4317 1.0839 0.31 0.58 0.19
H -2.8230 2.4800 1.5774 -0.07 -0.33 -0.04
H -3.8429 3.3723 0.9630 -0.24 -0.24 -0.14
O 7.8847 3.4394 1.0589 0.42 0.20 0.00
H 8.4382 3.4668 0.2672 -0.20 -0.06 0.10
H 8.4244 3.8928 1.7217 -0.23 -0.14 -0.09
```
Positions in Å, forces in eV/Å.

=====

Calculated total energy (eV)
-19947.07172 -6239.00390 -6238.78475 -6239.90340 -6238.98377 -6232.39793 -6239.50132 -6239.83042 -6239.72816 -6211.72379 -6239.85587 -6239.56935